[1]
21
Properties=species:S:1:pos:R:3:forces:R:3 method="wB97M-V/def2-TZVPD" homo_ev=-9.661 smiles="CCNC(C)=O.O.O" relative_energy_kcal_mol=17.01
C 1.659103 1.876137 -0.398446 1.16 -1.40 -0.28
C 0.383662 1.068283 -0.621266 -0.10 0.59 1.17
N 0.315099 -0.279405 -0.396785 -0.28 -0.13 -0.33
C 1.411310 -1.237671 -0.201870 -0.70 -0.41 1.61
C 1.976826 -1.179114 1.226586 1.52 1.12 -1.02
O -0.618054 1.722547 -0.896797 -0.26 -0.49 0.00
H 2.529566 1.214736 -0.578497 -0.15 0.47 0.26
H 1.680215 2.631247 -1.158313 -0.07 0.45 -0.39
H 1.801698 2.393000 0.574455 -0.61 -0.70 -0.43
H -0.644216 -0.664138 -0.290239 1.09 0.28 -0.25
H 2.223035 -1.094414 -0.883704 0.32 0.32 -0.63
H 1.044670 -2.249840 -0.335583 -0.42 0.04 -0.50
H 2.932357 -1.768463 1.292637 -1.02 0.40 0.13
H 1.288557 -1.384084 2.027032 -0.35 -0.40 0.07
H 2.242964 -0.111973 1.278281 0.29 -0.32 0.71
H -1.851331 -0.995503 1.698781 -0.02 0.23 0.01
H -2.320960 -2.315205 1.160137 0.19 0.04 -0.10
O -1.514140 -1.800928 1.297949 -0.20 -0.33 0.09
H -2.060111 0.665743 -0.385688 -0.14 0.59 -0.70
H -3.146081 0.114606 -1.362637 0.26 0.15 -0.11
O -2.972567 0.348424 -0.449587 -0.51 -0.51 0.70

---

[2]
110
Properties=species:S:1:pos:R:3:forces:R:3 method="wB97M-V/def2-TZVPD" homo_ev="-2.366 / -4.014" multiplicity=4 total_charge=-1
Co 0.251164 0.077054 -0.169682 -0.06 0.08 -0.24
C 5.514463 3.153464 -0.795593 0.11 -0.13 -0.06
O 4.278563 3.474856 -0.202830 -0.19 0.18 -0.07
C 4.160979 4.584292 0.551299 -0.05 0.05 -0.06
C 5.224919 5.419641 0.864618 0.11 0.00 0.04
C 5.040924 6.556968 1.642029 -0.02 0.01 -0.03
C 3.776751 6.885662 2.093525 0.00 0.13 -0.02
C 2.701555 6.069275 1.771826 0.13 -0.11 -0.08
C 2.866505 4.911505 1.018778 -0.05 0.00 0.03
N 1.721132 4.155133 0.718442 0.06 0.14 0.02
C 1.689065 2.819378 0.328126 -0.31 -0.29 0.00
N 2.448993 2.015486 1.120312 -0.26 0.19 0.17
C 2.948308 0.737484 0.768386 0.62 -0.61 -0.32
C 2.199321 -0.189695 0.050229 1.19 0.20 0.89
C 2.852646 -1.381588 -0.290921 0.38 0.07 0.14
C 4.160252 -1.640223 0.084717 -0.12 -0.12 -0.17
C 4.866665 -0.729834 0.863837 0.18 0.04 0.12
C 4.247830 0.453810 1.218448 -0.13 0.18 -0.09
O 4.844502 1.419694 2.022607 -0.04 0.02 -0.04
C 5.959237 1.023485 2.782042 0.03 0.12 0.06
N 0.871901 2.348127 -0.552672 0.33 0.12 0.20
C 0.242387 3.111483 -1.538454 0.20 0.18 0.04
C -1.038366 2.727616 -1.935694 0.08 0.06 0.11
C -1.708330 3.355199 -2.972546 -0.11 0.01 -0.04
C -1.105728 4.392105 -3.656751 -0.04 -0.03 -0.07
C 0.185130 4.773410 -3.318132 0.00 0.14 -0.05
C 0.866242 4.148573 -2.283593 -0.18 -0.17 0.08
O 2.144962 4.476078 -1.953609 0.00 -0.09 0.08
C 2.853998 5.318715 -2.826173 0.07 0.03 0.00
H 6.304494 3.035254 -0.047906 -0.05 -0.03 0.03
H 5.819357 3.908134 -1.529484 -0.03 0.05 0.05
H 5.347639 2.205699 -1.302818 0.02 0.00 0.02
H 6.210744 5.190042 0.484988 -0.01 -0.04 0.02
H 5.891455 7.184480 1.874149 0.00 0.01 0.02
H 3.619460 7.776032 2.688384 -0.01 0.00 0.00
H 1.700081 6.329353 2.094306 0.00 -0.06 0.07
H 0.920119 4.695932 0.432490 0.00 -0.06 -0.17
H 3.056700 2.508235 1.755622 -0.06 0.05 0.04
H 2.324096 -2.140241 -0.856693 -0.08 0.03 -0.03
H 4.641199 -2.564775 -0.217396 0.02 -0.02 0.04
H 5.882077 -0.945162 1.171061 -0.03 0.00 0.04
H 6.135634 1.828658 3.495319 0.07 -0.02 -0.01
H 6.852940 0.896456 2.160978 -0.02 -0.03 0.00
H 5.770752 0.094937 3.329162 -0.03 -0.02 -0.06
H -1.477731 1.893733 -1.407481 -0.02 -0.02 -0.05
H -2.702042 3.023876 -3.251922 -0.01 -0.03 0.00
H -1.614459 4.891689 -4.471756 0.00 -0.01 -0.02
H 0.664592 5.556975 -3.888904 0.01 -0.03 0.03
H 3.851956 5.415291 -2.401804 0.01 -0.02 -0.01
H 2.401856 6.315422 -2.886311 0.03 -0.02 0.00
H 2.921972 4.888101 -3.829996 -0.02 0.00 0.01
O -1.303187 1.467278 0.871664 -0.38 0.42 0.44
S -2.511833 1.911450 1.613768 -0.30 -0.19 -0.46
C -3.935728 1.093605 0.792874 0.23 0.16 0.28
C -4.108528 -0.307942 1.367105 -0.02 -0.05 -0.15
C -4.933406 -1.237548 0.462495 0.17 0.08 0.09
C -4.307891 -1.530370 -0.906783 0.42 -0.44 0.46
S -2.475756 -1.843013 -0.696851 -0.95 0.41 -1.16
O -1.932845 -0.454117 -0.888778 -0.31 -0.11 0.35
C -2.200439 -2.622830 -2.303447 0.18 -0.14 0.09
C -2.691424 -2.040798 -3.464234 -0.07 0.09 0.03
C -2.308323 -2.533006 -4.699633 -0.02 0.03 -0.03
C -1.408887 -3.587210 -4.780475 0.02 -0.01 0.11
C -0.922783 -4.169576 -3.618827 -0.01 -0.06 -0.16
C -1.323527 -3.696983 -2.378613 -0.08 0.07 0.28
C -2.788897 3.605631 1.087019 0.02 0.34 0.00
C -2.183637 4.575209 1.885287 -0.03 -0.40 0.05
C -2.208477 5.904829 1.510871 -0.01 0.28 -0.13
C -2.836316 6.282561 0.328315 0.05 -0.22 0.13
C -3.432560 5.315474 -0.468556 -0.07 0.22 -0.09
C -3.410329 3.983285 -0.097716 0.01 -0.29 0.18
H -3.657811 1.049799 -0.259053 0.00 0.07 -0.05
H -4.823067 1.709321 0.949600 -0.01 0.02 -0.04
H -4.595821 -0.243758 2.342767 0.08 -0.03 0.02
H -3.123337 -0.757635 1.522172 0.01 0.05 0.11
H -5.930382 -0.807000 0.322518 -0.02 -0.09 -0.04
H -5.058193 -2.187009 0.987556 -0.06 0.04 0.05
H -4.444551 -0.702963 -1.601748 0.24 -0.01 -0.05
H -4.738736 -2.437028 -1.333440 -0.08 0.05 -0.04
H -3.354577 -1.188308 -3.410398 0.04 0.06 -0.01
H -2.693405 -2.073471 -5.601067 0.03 0.02 0.00
H -1.071049 -3.935306 -5.748057 -0.02 -0.04 0.00
H -0.207056 -4.978939 -3.680093 -0.01 -0.01 0.04
H -0.929912 -4.121007 -1.464909 0.11 0.03 0.04
H -1.680833 4.264386 2.794619 0.00 0.05 0.02
H -1.735359 6.652517 2.134992 0.01 -0.01 0.01
H -2.852366 7.321747 0.029137 0.00 0.01 -0.02
H -3.907988 5.601595 -1.397505 0.02 -0.02 -0.02
H -3.860743 3.238418 -0.738322 0.01 0.02 -0.04
C 0.409736 1.685979 3.479118 -0.03 -0.07 -0.01
C 0.460127 0.227598 3.181004 -0.02 -0.06 0.09
N 0.299827 -0.380819 2.026169 -0.38 -0.10 0.47
C 0.388745 -1.724696 2.275092 0.16 0.31 0.77
C 0.624701 -1.935415 3.616065 -0.08 0.52 -0.76
N 0.663417 -0.680021 4.165360 0.07 -0.17 0.07
C 0.867269 -3.118036 4.433341 0.07 -0.93 0.23
O 0.831186 -4.281358 3.816436 0.09 0.23 0.75
O 1.095212 -3.013916 5.624271 0.02 0.21 0.12
C 0.184272 -2.692341 1.184657 -0.24 0.01 -1.54
O 0.168659 -3.918098 1.444947 0.05 -0.23 0.19
O -0.000935 -2.200092 0.037370 -0.04 -0.16 0.76
H 0.224453 2.234739 2.564235 0.05 0.03 -0.07
H 1.354671 2.019375 3.910330 0.00 0.05 -0.01
H -0.393622 1.891893 4.191563 0.01 0.02 0.03
H 0.838921 -0.510003 5.142139 0.03 -0.02 0.00
H 0.563239 -4.170755 2.837175 -0.11 -0.01 -0.50
I 2.202686 0.625415 -3.283302 0.15 0.12 -0.11
C 0.513189 -0.135881 -2.170988 -0.82 -0.04 -0.95
H -0.329145 0.320758 -2.698979 0.05 -0.21 -0.33
H 0.519289 -1.203588 -2.402414 0.03 -0.04 -0.19

---

[3]
22
Properties=species:S:1:pos:R:3:forces:R:3 method="wB97M-V/def2-TZVPD" homo_ev=-10.399 smiles=CC(C)C.CC relative_energy_kcal_mol=52.19
C 2.950031 0.393527 -0.365055 3.33 -2.33 0.08
C 2.319914 -0.151590 0.893623 -2.34 3.89 0.63
H 4.097323 0.445265 -0.196490 -1.73 1.15 0.11
H 3.122244 -0.388334 -1.175599 -1.61 1.08 0.43
H 2.417594 1.298425 -0.567347 0.46 0.60 -1.03
H 2.461736 -1.130771 1.068648 0.61 -3.60 0.41
H 1.146722 -0.011361 0.793375 3.04 0.28 0.90
H 2.721520 0.380790 1.816153 -0.78 -0.37 -1.11
C -1.709463 -0.296448 -0.529238 -0.52 1.18 1.52
C -0.966555 0.945438 -1.055796 3.34 -2.36 2.40
C -0.819321 -1.295633 0.149417 3.75 0.48 -3.63
C -2.720521 0.305285 0.545929 0.25 -2.28 -0.03
H -2.263112 -0.795190 -1.328741 -0.20 0.24 0.10
H -1.576583 1.537165 -1.590365 -1.85 1.93 -2.60
H -0.546354 -2.175518 -0.453963 -0.56 0.10 -0.24
H 0.223108 -0.906394 0.306167 -1.71 -0.40 -0.11
H -1.126266 -1.656938 1.023888 -1.62 -1.27 3.66
H -3.329588 -0.500880 1.027875 0.82 0.34 -0.04
H -2.288632 0.961833 1.336991 -0.17 -0.46 -0.89
H -3.456829 0.743374 -0.053510 -1.14 1.68 -0.55
H 0.072112 0.741530 -1.461132 -1.46 0.09 -0.32
H -0.729081 1.556425 -0.184831 0.08 0.05 0.29

---

[4]
8
Properties=species:S:1:pos:R:3:forces:R:3 method="wB97M-V/def2-TZVPD" homo_ev="-9.822 / -9.842" relative_energy_kcal_mol=22.56
C -1.866862 1.488167 0.809690 0.91 -1.45 0.48
C 0.871940 -0.394379 -0.064866 -1.35 0.72 -1.71
N -1.199650 0.674416 1.285674 -0.25 0.71 0.03
N 1.955601 -0.599656 0.586009 2.83 -0.37 2.66
O 2.247558 -0.535912 1.765777 -0.43 -0.18 -0.64
O 0.145673 -0.707801 -0.889192 -0.81 -0.21 -0.34
Br 2.750309 1.150635 -0.689225 -0.27 -0.02 -0.05
Br -2.936901 2.523476 -0.115516 -0.62 0.79 -0.42

---

[5]
16
Properties=species:S:1:pos:R:3:forces:R:3 method="wB97M-V/def2-TZVPD" homo_ev=-2.805 relative_energy_kcal_mol=22.30 total_charge=-1
C 0.612566 -0.412403 -1.494414 -0.60 0.46 1.15
N 0.062660 -0.417037 -0.113646 -0.09 -0.76 -0.84
C -0.927546 0.633222 0.113626 0.14 -0.76 0.86
C -0.194755 1.903133 0.711456 0.23 -0.28 -0.41
O 1.086007 1.627382 1.001884 0.34 0.11 0.22
H 0.187764 -1.257941 -2.038151 0.15 0.14 -0.33
H 1.688590 -0.472014 -1.421020 0.37 -0.27 -0.21
H 0.383947 0.551893 -1.953447 -0.01 -0.11 -0.40
H 0.826490 -0.118868 0.492341 0.30 0.51 0.28
H -1.687510 0.243413 0.803055 0.06 0.07 0.18
H -1.455560 0.832543 -0.793098 -0.36 0.30 -0.86
H -0.786669 2.187362 1.602765 -0.26 0.39 0.01
H -0.313558 2.695703 -0.073757 -0.09 0.21 0.28
H -0.206366 -2.162341 0.032033 -0.20 0.22 0.04
H -1.431255 -3.086451 0.063791 0.10 0.01 0.00
O -0.474819 -3.122215 -0.035645 -0.07 -0.23 0.01

---

[6]
112
Properties=species:S:1:pos:R:3:forces:R:3 method="wB97M-V/def2-TZVPD" homo_ev="-15.568 / -15.569" multiplicity=2 relative_energy_kcal_mol=17.21 total_charge=+3
Ti 11.725980 8.268242 12.494237 -0.66 -0.38 -0.42
C 11.798488 11.554879 11.523379 -0.23 1.12 -1.83
N 10.532333 11.281105 10.800726 1.26 1.00 -0.09
C 10.443382 11.865929 9.459079 1.07 0.22 0.51
C 9.648237 10.378805 11.212024 -0.78 0.76 -0.36
N 10.016182 9.397661 12.029287 -0.41 -0.07 0.98
C 8.948295 8.895614 12.943085 -0.70 0.31 -0.76
C 8.773134 7.416353 12.643980 0.24 -0.97 0.51
N 10.106331 6.711195 12.471392 0.58 0.09 0.21
C 10.597588 5.871078 13.617016 -0.17 1.19 0.35
C 10.712692 6.712649 14.885085 -0.65 0.18 -0.49
N 11.329353 8.037652 14.613052 0.35 -1.12 -0.33
C 11.734918 8.635830 15.728299 0.80 0.59 0.55
N 11.709206 7.980959 16.953518 0.29 0.70 0.02
C 12.925060 7.763659 17.735909 0.10 -1.50 -1.05
C 10.433154 7.967446 17.630903 -0.98 1.30 -0.65
N 12.171023 9.898435 15.643223 -0.06 -0.63 -0.40
C 12.121236 10.503565 14.353887 -1.22 2.20 0.73
C 12.740359 10.694230 16.707297 -0.07 -0.92 1.17
C 10.139185 5.902297 11.208460 0.16 0.52 1.16
C 10.745191 6.779797 10.137550 -1.05 0.22 1.14
N 12.031610 7.331935 10.683933 -0.30 -0.53 -0.78
C 12.995561 7.077054 9.709491 -0.30 0.10 0.61
N 13.856661 6.097630 9.886779 0.63 -0.81 0.45
C 15.144889 5.982904 9.157834 -0.73 0.95 0.12
C 13.588891 5.119911 10.969702 0.16 -0.31 -0.35
N 12.969809 7.773011 8.576934 -0.23 -0.13 0.99
C 12.263364 9.007353 8.544469 -0.09 2.20 -1.01
C 13.360216 7.232720 7.298240 0.58 -0.08 -0.58
N 8.368535 10.571579 10.760015 0.74 -0.20 -0.57
C 7.549873 9.488102 10.241900 0.06 -0.54 0.85
C 7.708646 11.898469 10.664870 0.75 -1.17 0.99
H 12.193291 12.555211 11.130872 -0.57 -1.34 0.79
H 11.575880 11.618352 12.567196 0.19 0.18 0.16
H 12.571347 10.817570 11.255541 -0.21 0.12 0.36
H 11.476630 11.995212 9.099756 -0.49 0.18 0.02
H 9.966310 11.162977 8.854846 -0.73 -1.19 -1.25
H 9.868457 12.773630 9.349462 0.13 0.51 0.42
H 9.172446 9.116592 14.002488 0.17 -0.26 -0.52
H 7.983282 9.416282 12.733602 0.74 -0.40 0.19
H 8.240372 6.915866 13.449728 -0.22 -0.04 0.09
H 8.167865 7.256287 11.734197 0.50 0.20 0.38
H 9.916625 5.061509 13.827233 -0.20 -0.53 -0.06
H 11.577037 5.474864 13.349376 0.01 -0.10 -0.24
H 9.669983 6.930748 15.159719 0.27 -0.29 0.51
H 11.237932 6.173991 15.698562 -0.46 0.25 -0.55
H 13.769664 7.936005 17.058160 -0.04 -0.01 0.42
H 13.027542 8.351636 18.625465 -0.11 0.55 0.50
H 12.947011 6.688623 18.037355 0.07 0.73 -0.13
H 9.669514 8.436858 16.965848 0.46 -0.21 0.48
H 10.100538 6.975580 17.779231 -0.36 -1.18 0.57
H 10.408931 8.544648 18.567529 0.26 -0.23 -0.20
H 11.087542 10.458283 13.951659 0.61 0.02 0.29
H 12.827965 10.121014 13.666141 0.90 -0.76 -0.89
H 12.427296 11.583562 14.448309 -0.42 -1.01 -0.06
H 12.705977 10.102612 17.636890 0.26 0.53 -0.49
H 13.746606 10.976444 16.446846 0.51 -0.08 0.05
H 12.183915 11.593100 16.882275 -0.56 0.49 -0.10
H 10.696580 4.971157 11.412333 -0.08 0.57 -0.32
H 9.125039 5.624345 10.989096 -0.47 -0.31 -0.39
H 10.738807 6.132087 9.288091 1.10 -0.26 -1.06
H 10.020162 7.559983 9.859957 0.28 0.11 0.26
H 15.460726 6.975785 8.797218 -0.11 -0.59 0.15
H 15.853494 5.587859 9.826714 1.00 -0.05 1.19
H 15.127856 5.252055 8.383861 -0.37 -0.34 -0.94
H 13.489564 5.646728 11.909115 -0.12 -0.03 0.19
H 12.697326 4.498996 10.765034 0.40 0.48 0.01
H 14.429932 4.435373 11.071409 0.06 0.15 -0.23
H 12.088604 9.517305 9.500105 0.41 -0.63 -0.08
H 12.898282 9.692454 7.931001 -0.71 -0.25 0.29
H 11.281429 8.935034 8.066983 0.09 -0.21 -0.18
H 13.534163 6.179012 7.427616 0.30 -0.23 -0.20
H 12.536619 7.291990 6.595493 -0.19 0.38 -0.10
H 14.249273 7.750627 6.887063 -0.49 -0.38 0.13
H 8.128520 8.593965 10.018747 0.23 0.16 -0.04
H 6.799975 9.194587 10.973119 -0.35 -0.04 0.00
H 7.043934 9.786633 9.341467 -0.16 0.28 -0.39
H 8.368880 12.664633 11.037109 0.16 0.26 0.01
H 7.389862 12.095413 9.659530 -0.26 0.18 -0.41
H 6.894052 11.786862 11.368007 -0.62 0.53 -0.18
C 18.543953 6.291183 11.861711 0.39 0.19 -0.22
C 17.548044 5.815966 12.685407 0.44 -2.37 1.04
C 16.341505 6.460652 12.798166 -0.55 0.77 -0.14
C 16.161763 7.661824 12.108791 -0.16 -0.64 -0.50
C 17.139073 8.160438 11.263148 0.21 0.55 0.08
C 18.339508 7.468970 11.162032 0.33 0.26 -0.18
As 14.586690 8.671505 12.502767 -0.09 0.30 -1.27
C 14.984241 10.358019 11.582132 0.05 0.07 1.06
C 14.924452 10.629835 10.220037 -0.91 -1.60 -0.35
C 15.148852 11.904097 9.733723 0.26 0.08 -1.27
C 15.505862 12.895847 10.633084 0.51 -0.39 0.63
C 15.659539 12.598856 11.994055 -0.25 -0.17 0.57
C 15.386417 11.325346 12.545871 -0.11 -0.10 -1.74
C 15.599266 10.799328 13.919661 -0.39 -1.09 0.09
C 16.198357 11.455268 14.986098 -0.09 -0.30 -0.35
C 16.467052 10.743048 16.146679 0.11 0.11 -0.08
C 16.152420 9.393832 16.296355 0.31 -0.20 0.96
C 15.543590 8.704661 15.256257 -0.03 1.22 -0.20
C 15.251273 9.404225 14.099295 0.44 1.95 0.28
H 19.479580 5.735639 11.807177 -0.17 0.30 -0.10
H 17.776467 4.855641 13.240744 -0.58 1.28 -0.59
H 15.518827 6.133028 13.428826 0.32 -0.37 0.10
H 17.037894 9.139520 10.768337 -0.01 -0.68 0.23
H 19.135833 7.915413 10.581435 0.03 -0.18 -0.14
H 14.651991 9.770545 9.543104 0.38 1.12 0.58
H 15.136329 12.101342 8.627355 -0.05 -0.17 1.31
H 15.818778 13.864035 10.272378 -0.23 0.17 0.05
H 15.997790 13.388399 12.644716 0.12 0.17 0.13
H 16.525752 12.488124 14.933073 -0.11 -0.06 -0.15
H 16.992805 11.328810 16.875884 0.08 -0.31 0.71
H 16.381276 8.845517 17.235296 -0.03 0.60 -0.75
H 15.326997 7.666107 15.341951 -0.13 -0.68 0.08

---

Electronic energy? In order: -11991.7338 -140704.4457 -6479.3947 -149228.5137 -8857.8269 -140264.4663 eV.